C4H7NS3 | ωB97M-V with the def2-TZVPD basis set

Each atom is followed by the atoms it is bonded to, with distances in Å.
Cartesian coordinates (Å):
1 C -1.47044 1.10706 -2.15812  H5 1.099, H6 1.079, H7 1.125, S13 1.770
2 C -0.10015 0.00099 -0.21684  C4 1.540, N12 1.291, S13 1.752
3 C 0.42025 -1.12567 1.89988  C4 1.527, H8 1.098, H9 1.102, S14 1.861
4 C 0.90727 -0.94359 0.46396  C2 1.540, C3 1.527, H10 1.067, S15 1.805
5 H -2.33493 0.75243 -1.57875  C1 1.099
6 H -1.76386 1.11364 -3.19671  C1 1.079
7 H -1.20101 2.14655 -1.82208  C1 1.125
8 H 1.26317 -1.11811 2.60269  C3 1.098
9 H -0.13864 -2.06655 2.02683  C3 1.102
10 H 0.98129 -1.86763 -0.06469  C4 1.067
11 H 2.42075 0.98470 0.92896  S15 1.323
12 N -0.81108 0.76069 0.54762  C2 1.291, S14 1.680
13 S -0.00092 0.14086 -1.96059  C1 1.770, C2 1.752
14 S -0.72256 0.31856 2.16617  C3 1.861, N12 1.680
15 S 2.55086 -0.20392 0.36167  C4 1.805, H11 1.323

## Properties
* SMILES string: CSC1=NSC[C@@H]1S
* highest occupied orbital energy: -8.08 eV
* multiplicity: 1
* energy relative to the best compared isomer or geometry (same formula, charge and spin): 42.39 kJ/mol
* gap between HOMO and LUMO: 8.8 eV